# 1
Computed, not measured: 14 unconnected molecules or ions with the total composition H28O14 in a non-equilibrium geometry, with the ωB97M-V functional and the def2-TZVPD basis.

```
42
Properties=species:S:1:pos:R:3:mulliken_charge:R:1
H 0.148 0.121 -0.223 0.23
H -1.028 -0.865 -0.422 0.15
H -0.694 -2.535 -2.734 0.25
H -0.330 -3.753 -2.046 0.31
H -1.113 2.180 2.233 0.25
H -0.077 1.410 3.015 0.27
H -3.683 0.725 -1.101 0.28
H -3.670 -0.359 0.028 0.33
H -2.777 -0.513 4.174 0.27
H -2.247 0.708 3.721 0.29
H 2.762 3.064 -1.639 0.31
H 2.359 4.378 -1.060 0.31
H 0.597 -4.210 0.765 0.30
H 0.443 -3.005 -0.235 0.39
H 3.578 -0.965 2.357 0.35
H 3.969 -0.274 1.038 0.28
H -3.405 2.344 -1.664 0.33
H -3.482 3.771 -1.080 0.30
H 3.588 1.969 1.051 0.32
H 4.316 1.851 -0.390 0.31
H 2.403 -3.067 -2.501 0.27
H 2.625 -1.643 -1.890 0.23
H 0.654 2.426 -1.988 0.33
H 1.200 2.287 -0.477 0.32
H -6.536 -1.372 0.263 0.31
H -5.217 -1.193 -0.667 0.34
H 1.422 -1.333 0.790 0.38
H 2.227 -2.580 0.700 0.20
O -0.157 -0.808 -0.110 -0.42
O 0.070 -2.984 -2.491 -0.55
O -0.304 1.673 2.146 -0.52
O -3.188 -0.035 -0.790 -0.60
O -2.013 -0.276 3.704 -0.56
O 2.091 3.812 -1.786 -0.65
O 0.022 -3.865 0.119 -0.71
O 4.295 -0.474 1.940 -0.62
O -3.950 2.965 -1.083 -0.63
O 3.886 2.450 0.221 -0.60
O 2.434 -2.511 -1.687 -0.51
O 0.409 2.555 -1.067 -0.64
O -5.688 -0.810 0.083 -0.66
O 2.338 -1.637 0.799 -0.55
```

The energy above the lowest of the compared OMol25 structures with the same formula, charge and spin comes out at 103.57 kcal per mole. Its total energy is -1070.03592 hartree. For the frontier orbital gap, the calculation gives 0.35764 Eh. As for the charge: 0.

***

# 2
Computed, not measured: 14 unconnected molecules or ions with the total composition H28O14 in a non-equilibrium geometry, with the ωB97M-V functional and the def2-TZVPD basis.

```
42
Properties=species:S:1:pos:R:3:mulliken_charge:R:1
H -0.984 -0.043 -0.172 0.19
H 0.161 0.805 0.387 0.27
H -0.686 -2.454 -0.127 0.48
H -0.553 -2.803 -1.580 0.19
H 1.730 -2.009 0.979 0.41
H 1.138 -3.037 1.862 0.27
H -2.027 -1.945 -2.581 0.29
H -2.395 -0.664 -3.308 0.32
H -2.597 -3.742 0.230 0.32
H -1.258 -3.697 0.956 0.35
H 3.787 0.234 0.548 0.34
H 4.994 1.021 0.049 0.31
H -3.367 2.218 0.716 0.28
H -4.267 2.575 1.782 0.32
H -5.046 -0.141 -2.104 0.29
H -5.962 1.007 -1.842 0.31
H -2.616 0.875 3.885 0.28
H -1.911 -0.126 4.731 0.32
H 4.144 -1.439 0.286 0.26
H 4.609 -2.215 1.512 0.27
H -0.078 4.098 1.419 0.27
H 0.380 5.071 0.396 0.30
H 2.699 -1.088 -1.011 0.18
H 2.312 -2.489 -1.653 0.28
H 1.859 3.911 -1.600 0.28
H 2.640 3.748 -0.210 0.31
H 2.596 0.447 -2.589 0.32
H 1.121 0.818 -2.755 0.31
O -0.122 0.134 -0.281 -0.44
O -0.372 -3.211 -0.717 -0.64
O 1.195 -2.105 1.791 -0.61
O -2.270 -1.067 -2.358 -0.60
O -2.053 -3.100 0.653 -0.70
O 4.465 0.851 0.787 -0.62
O -4.175 2.636 0.787 -0.60
O -5.742 0.116 -1.588 -0.60
O -2.482 -0.086 3.970 -0.60
O 3.798 -1.724 1.143 -0.56
O 0.744 4.373 0.913 -0.55
O 2.996 -1.970 -1.103 -0.59
O 1.939 4.258 -0.729 -0.60
O 2.027 1.027 -3.043 -0.62
```

The energy above the lowest of the compared OMol25 structures with the same formula, charge and spin comes out at 153.33 kcal per mole. Its total energy is -1069.95662 hartree. For the frontier orbital gap, the calculation gives 0.34732 Eh. As for the charge: 0.

***

# 3
Computed, not measured: 15 unconnected molecules or ions with the total composition H28O18S in a non-equilibrium geometry, with the ωB97M-V functional and the def2-TZVPD basis.

```
47
Properties=species:S:1:pos:R:3:mulliken_charge:R:1
S 0.141 0.001 0.011 0.03
O 0.608 -0.996 -0.905 -0.25
O -0.463 -0.604 1.179 -0.01
O 1.318 0.723 0.524 -0.45
O -0.779 0.943 -0.596 -0.36
O 0.387 -3.614 -1.081 -0.79
H 0.563 -2.662 -1.087 0.38
H -0.568 -3.642 -0.864 0.35
O -1.364 3.230 0.601 -0.66
H -1.419 2.363 0.275 0.36
H -0.928 2.998 1.443 0.35
O -2.253 1.139 2.511 -0.66
H -1.882 0.307 2.244 0.33
H -1.585 1.662 2.961 0.31
O 2.664 -1.265 -2.169 -0.83
H 1.872 -1.054 -1.656 0.47
H 2.800 -0.548 -2.821 0.31
O -2.866 0.977 -3.474 -0.68
H -2.815 0.916 -2.500 0.39
H -2.885 1.922 -3.653 0.29
O 0.255 2.507 -2.317 -0.78
H -0.317 1.920 -1.755 0.23
H 1.040 2.692 -1.887 0.37
O 0.162 -0.507 3.586 -0.84
H 0.100 -0.391 2.626 0.03
H 0.682 -1.298 3.643 0.32
O -0.281 -1.578 -3.412 -0.70
H 0.130 -1.063 -2.698 0.35
H -1.082 -1.798 -2.953 0.32
O 0.673 -3.037 1.546 -0.71
H 0.773 -3.259 0.667 0.48
H 0.137 -2.299 1.440 0.16
O -3.239 1.085 -0.857 -0.81
H -3.576 1.097 0.050 0.30
H -2.305 0.963 -0.727 0.39
O 2.523 2.781 -0.475 -0.82
H 1.987 2.083 -0.034 0.44
H 3.306 2.263 -0.267 0.33
O 2.167 1.262 2.680 -0.84
H 1.466 0.777 3.046 0.43
H 1.967 1.049 1.728 0.40
O 3.360 -0.565 0.220 -0.84
H 2.539 -0.109 0.350 0.33
H 3.280 -0.867 -0.682 0.57
O -2.449 -2.192 1.691 -0.72
H -1.725 -1.529 1.533 0.45
H -2.124 -2.787 2.323 0.28
```

The energy above the lowest of the compared OMol25 structures with the same formula, charge and spin comes out at 87.03 kcal per mole. Its total energy is -1769.39980 hartree. For the frontier orbital gap, the calculation gives 0.35562 Eh. As for the charge: -2.

***

# 4
Computed, not measured: 14 unconnected molecules or ions with the total composition H29O14 in a non-equilibrium geometry, with the ωB97M-V functional and the def2-TZVPD basis.

```
43
Properties=species:S:1:pos:R:3:mulliken_charge:R:1
O -1.437 0.037 -4.371 -0.53
H 2.743 -0.614 -1.398 0.33
O -0.110 -2.938 0.375 -0.45
H -0.934 -2.519 0.951 0.43
H 4.436 -0.670 -1.452 0.26
O 3.478 2.138 -2.166 -0.58
H -0.407 0.529 2.415 0.38
H 2.676 2.261 -2.684 0.30
O -2.008 2.448 0.268 -0.61
H -1.747 3.311 0.668 0.34
H -2.594 2.798 -0.416 0.31
O -0.645 4.598 1.156 -0.70
H -1.175 4.987 1.868 0.35
H -0.022 4.206 1.793 0.33
O -3.578 0.747 -2.159 -0.56
H -0.612 -3.522 -2.880 0.29
H -2.737 1.190 -2.210 0.25
O -0.126 0.060 -1.571 -0.44
H -0.200 -0.468 -2.379 0.22
H 0.258 0.832 -2.008 0.25
O -1.865 -1.921 1.731 -0.65
H -1.692 -2.396 2.552 0.40
H -1.522 -1.005 1.932 0.43
O 1.428 -1.908 2.156 -0.63
H 1.910 -2.650 2.524 0.23
H -1.421 0.185 -5.320 0.29
O 3.609 -0.386 -1.074 -0.60
H 2.598 -0.235 0.809 0.33
H 3.108 1.716 -1.385 0.28
O -1.383 0.634 2.411 -0.75
H -3.632 0.084 -1.471 0.28
H 1.209 -0.370 4.876 0.26
O 0.624 -0.479 4.124 -0.56
H 1.494 -1.039 2.622 0.38
H -0.242 -0.733 4.428 0.29
O 2.199 0.380 1.433 -0.58
H 0.702 -2.404 0.616 0.44
H 2.376 1.222 0.997 0.25
O -0.646 -2.790 -2.271 -0.70
H -0.016 -2.757 -0.596 0.51
H -1.524 -2.444 -2.112 0.34
H -1.213 -0.872 -4.213 0.29
H -1.361 0.756 1.430 0.32
```

The energy above the lowest of the compared OMol25 structures with the same formula, charge and spin comes out at 83.19 kcal per mole. Its total energy is -1070.47146 hartree. For the frontier orbital gap, the calculation gives 0.38703 Eh. As for the charge: +1.